A molecular structure, C38H31BIrN2O2S3. Source: the OMol25 dataset; level of theory: the ωB97M-V functional and the def2-TZVPD basis.

Calculated values
Energy relative to the best compared isomer or geometry (same formula, charge and spin) in eV: 0.370
E in eV: -83013.6999
LUMO energy in eV: 2.24

The geometry in ORCA input format:
```
! wB97M-V def2-TZVPD RIJCOSX def2/J DEFGRID3
* xyz -1 1
Ir 0.041 -0.028 0.357
S 1.614 0.710 1.860
C 0.761 1.714 3.017
C 1.434 2.216 4.134
C 0.783 3.002 5.067
C -0.568 3.297 4.898
C -1.243 2.806 3.794
C -0.593 2.020 2.840
S -1.459 1.456 1.426
H 2.484 1.975 4.262
H 1.323 3.379 5.928
H -1.092 3.903 5.628
H -2.296 3.023 3.656
C 3.740 -0.859 -1.871
C 3.249 -1.494 -3.010
C 1.897 -1.763 -3.098
C 1.044 -1.403 -2.050
C 1.512 -0.767 -0.885
C 2.890 -0.500 -0.840
C -0.399 -1.645 -2.091
C -0.979 -2.472 -3.088
C -2.302 -2.749 -3.063
C -3.098 -2.204 -2.030
C -4.479 -2.482 -1.944
C -5.237 -1.948 -0.941
C -4.624 -1.115 0.011
C -3.287 -0.830 -0.049
C -2.478 -1.366 -1.074
N -1.122 -1.083 -1.122
H 4.799 -0.638 -1.797
H 3.915 -1.767 -3.819
H 1.518 -2.239 -3.995
H 3.300 0.004 0.027
H -0.343 -2.894 -3.850
H -2.758 -3.392 -3.807
H -4.920 -3.134 -2.690
H -6.294 -2.169 -0.870
H -5.215 -0.693 0.814
H -2.834 -0.205 0.705
S -1.457 2.870 -4.154
C -1.550 1.759 -2.809
N -0.636 1.865 -1.921
C 0.251 2.876 -2.248
C 1.355 3.231 -1.471
C 2.161 4.257 -1.915
C 1.879 4.928 -3.114
C 0.788 4.587 -3.889
C -0.029 3.550 -3.443
H -2.350 1.030 -2.756
H 1.545 2.697 -0.546
H 3.023 4.553 -1.332
H 2.529 5.731 -3.438
H 0.578 5.111 -4.812
C -2.538 -3.657 7.284
C -2.425 -4.776 6.249
C -1.447 -5.828 6.791
C -3.812 -5.416 6.090
C -1.933 -4.264 4.893
C -1.791 -5.163 3.835
C -1.346 -4.774 2.571
C -1.041 -3.444 2.393
O -0.594 -2.797 1.286
B -0.461 -1.413 1.646
O -0.833 -1.298 3.007
C -1.177 -2.538 3.435
C -1.616 -2.916 4.684
H -2.894 -4.071 8.230
H -3.245 -2.887 6.968
H -1.575 -3.179 7.469
H -1.787 -6.198 7.762
H -0.451 -5.399 6.915
H -1.363 -6.679 6.114
H -4.175 -5.780 7.055
H -3.786 -6.259 5.399
H -4.528 -4.688 5.704
H -2.033 -6.208 3.991
H -1.243 -5.486 1.763
H -1.704 -2.170 5.461
*
```



A molecular structure, C17H16BrO3 at a distorted geometry. Source: the OMol25 dataset; level of theory: the ωB97M-V functional and the def2-TZVPD basis.

Calculated values
Energy relative to the best compared isomer or geometry (same formula, charge and spin) in eV: 0.698
E in eV: -94073.6806
LUMO energy in eV: 2.83

The geometry in ORCA input format:
```
! wB97M-V def2-TZVPD RIJCOSX def2/J DEFGRID3
* xyz -1 1
C 1.242 -1.982 4.144
C 0.055 -1.252 4.056
C -0.538 -1.006 2.807
C 0.068 -1.481 1.625
C -0.663 -1.362 0.263
O -0.851 -2.416 -0.391
C 1.189 -2.317 1.727
C 1.786 -2.537 2.982
H 1.715 -2.131 5.110
H -0.411 -0.842 4.952
H -1.481 -0.443 2.736
H -1.340 -0.468 0.318
H 1.585 -2.793 0.820
H 2.697 -3.133 3.033
C 2.825 2.774 1.398
C 1.436 2.705 0.841
O 1.297 1.397 0.234
C 0.072 1.278 -0.326
C -0.068 -0.006 -1.093
C -0.952 0.054 -2.286
C -2.142 0.814 -2.328
C -3.035 0.704 -3.407
C -2.722 -0.109 -4.506
Br -3.953 -0.331 -5.929
C -1.501 -0.803 -4.517
C -0.636 -0.718 -3.430
O -0.792 2.129 -0.162
H 2.967 3.740 1.892
H 3.013 1.990 2.138
H 3.568 2.685 0.601
H 0.687 2.832 1.632
H 1.281 3.465 0.066
H 0.925 -0.417 -1.330
H -2.372 1.481 -1.500
H -3.993 1.216 -3.375
H -1.260 -1.446 -5.356
H 0.303 -1.271 -3.438
*
```



10 unconnected molecules or ions with the total composition C54H136N8O18 at a distorted geometry. Source: the OMol25 dataset; level of theory: the ωB97M-V functional and the def2-TZVPD basis.

Calculated values
Energy relative to the best compared isomer or geometry (same formula, charge and spin) in eV: 1.096
SMILES: COCCNCCOC.COCCNCCOC.COCCNCCOC.COCCNCCOC.COCCNCCOC.COCCNCCOC.COCCNCCOC.COCCNCCOC.CC(C)O.CC(C)O
E in eV: -106968.1947
LUMO energy in eV: 0.61

The geometry in ORCA input format:
```
! wB97M-V def2-TZVPD RIJCOSX def2/J DEFGRID3
* xyz 0 1
C -18.624 -10.552 -13.802
O -18.627 -9.397 -14.595
C -17.627 -9.397 -15.587
C -16.194 -9.458 -15.056
N -15.739 -8.289 -14.304
C -16.476 -7.973 -13.092
C -15.802 -6.798 -12.401
O -14.594 -7.239 -11.820
C -14.055 -6.269 -10.935
H -19.554 -10.593 -13.239
H -17.797 -10.565 -13.090
H -18.587 -11.457 -14.422
H -17.706 -8.504 -16.201
H -17.768 -10.290 -16.206
H -15.546 -9.585 -15.933
H -15.990 -10.393 -14.508
H -14.783 -8.455 -14.006
H -16.532 -8.723 -12.282
H -17.507 -7.690 -13.289
H -16.469 -6.428 -11.616
H -15.569 -6.045 -13.162
H -13.683 -5.441 -11.551
H -13.203 -6.644 -10.369
H -14.871 -5.940 -10.282
C -8.043 -2.172 -15.241
O -6.816 -2.064 -14.518
C -6.206 -3.336 -14.377
C -5.460 -3.796 -15.635
N -6.002 -5.071 -16.180
C -5.203 -5.528 -17.319
C -5.480 -6.998 -17.577
O -5.103 -7.308 -18.899
C -5.470 -8.598 -19.345
H -7.875 -2.433 -16.289
H -8.472 -1.173 -15.159
H -8.718 -2.882 -14.762
H -6.868 -4.106 -13.963
H -5.449 -3.204 -13.595
H -4.415 -3.962 -15.389
H -5.614 -3.060 -16.435
H -6.937 -4.857 -16.511
H -4.146 -5.350 -17.112
H -5.423 -4.919 -18.209
H -6.564 -7.150 -17.523
H -4.891 -7.556 -16.845
H -4.805 -9.384 -18.969
H -5.421 -8.560 -20.431
H -6.495 -8.811 -19.008
C -10.984 -9.182 -10.356
O -10.713 -8.376 -9.230
C -9.678 -7.480 -9.498
C -9.346 -6.704 -8.238
N -10.515 -5.904 -7.877
C -10.375 -5.148 -6.629
C -9.921 -5.948 -5.427
O -10.841 -6.981 -5.205
C -10.669 -7.592 -3.939
H -10.112 -9.820 -10.532
H -11.128 -8.594 -11.271
H -11.870 -9.787 -10.202
H -9.967 -6.771 -10.291
H -8.772 -7.935 -9.927
H -8.487 -6.043 -8.377
H -9.067 -7.440 -7.472
H -11.277 -6.569 -7.762
H -11.330 -4.657 -6.445
H -9.706 -4.303 -6.833
H -9.935 -5.254 -4.570
H -8.870 -6.258 -5.477
H -9.639 -7.892 -3.744
H -11.338 -8.451 -3.930
H -11.034 -6.899 -3.171
C -8.846 -9.629 -13.116
O -9.904 -9.077 -13.882
C -9.904 -7.684 -13.968
C -11.072 -7.214 -14.816
N -10.983 -5.790 -15.066
C -12.147 -5.301 -15.803
C -12.009 -3.789 -15.934
O -11.789 -3.250 -14.671
C -12.078 -1.877 -14.617
H -9.174 -10.642 -12.902
H -8.637 -9.059 -12.208
H -7.954 -9.624 -13.750
H -8.931 -7.329 -14.349
H -9.965 -7.166 -12.991
H -11.964 -7.457 -14.217
H -11.101 -7.771 -15.751
H -10.876 -5.268 -14.207
H -13.058 -5.456 -15.200
H -12.270 -5.825 -16.748
H -12.905 -3.378 -16.428
H -11.261 -3.504 -16.690
H -11.326 -1.272 -15.141
H -12.088 -1.522 -13.590
H -13.057 -1.669 -15.063
C -6.280 5.037 -10.852
O -6.869 4.536 -12.025
C -5.990 3.593 -12.662
C -6.820 2.757 -13.629
N -7.932 2.079 -12.979
C -7.584 0.839 -12.308
C -8.737 0.413 -11.412
O -8.985 1.371 -10.406
C -7.983 1.552 -9.481
H -5.218 5.277 -10.952
H -6.424 4.350 -10.012
H -6.765 5.959 -10.522
H -5.468 2.960 -11.936
H -5.259 4.213 -13.200
H -6.168 2.015 -14.100
H -7.192 3.376 -14.447
H -8.388 2.717 -12.339
H -6.641 0.903 -11.740
H -7.359 0.067 -13.054
H -8.522 -0.555 -10.946
H -9.657 0.299 -11.983
H -8.323 2.199 -8.670
H -7.022 1.963 -9.817
H -7.648 0.683 -8.893
C -15.424 -6.559 -6.738
O -15.341 -5.266 -7.320
C -14.006 -4.883 -7.496
C -13.913 -3.457 -8.023
N -14.308 -2.487 -7.007
C -13.873 -1.125 -7.325
C -13.977 -0.267 -6.088
O -13.197 -0.823 -5.051
C -13.085 0.043 -3.941
H -15.150 -6.533 -5.685
H -14.838 -7.240 -7.374
H -16.432 -6.954 -6.878
H -13.540 -5.495 -8.281
H -13.415 -4.892 -6.572
H -14.623 -3.346 -8.850
H -12.895 -3.262 -8.384
H -13.956 -2.728 -6.086
H -14.547 -0.789 -8.116
H -12.840 -1.070 -7.714
H -15.034 -0.217 -5.797
H -13.541 0.714 -6.332
H -12.523 -0.454 -3.156
H -14.077 0.312 -3.571
H -12.528 0.923 -4.281
C -9.810 -1.087 -7.927
O -9.148 -0.223 -7.050
C -10.048 0.449 -6.192
C -9.348 1.426 -5.279
N -8.672 0.699 -4.191
C -7.670 1.548 -3.560
C -6.789 0.802 -2.562
O -5.727 0.089 -3.176
C -4.655 0.945 -3.504
H -10.543 -0.633 -8.609
H -10.416 -1.796 -7.337
H -9.108 -1.667 -8.518
H -10.573 -0.325 -5.618
H -10.799 0.996 -6.780
H -10.130 2.038 -4.828
H -8.646 2.063 -5.829
H -8.162 -0.079 -4.609
H -8.140 2.373 -3.016
H -6.971 1.991 -4.289
H -7.360 0.013 -2.065
H -6.511 1.503 -1.765
H -3.967 0.415 -4.162
H -4.117 1.211 -2.589
H -4.925 1.868 -4.022
C -3.690 -2.283 -3.861
O -2.992 -2.477 -5.073
C -2.000 -1.528 -5.351
C -1.766 -1.467 -6.851
N -3.006 -1.213 -7.560
C -2.792 -1.125 -8.984
C -4.112 -1.049 -9.728
O -4.943 -2.095 -9.305
C -6.138 -2.243 -10.045
H -3.052 -2.565 -3.015
H -4.513 -2.995 -3.829
H -4.065 -1.262 -3.816
H -1.099 -1.782 -4.779
H -2.260 -0.502 -5.049
H -1.324 -2.425 -7.173
H -1.010 -0.690 -6.986
H -3.628 -1.976 -7.316
H -2.181 -1.963 -9.365
H -2.250 -0.211 -9.251
H -3.954 -1.073 -10.818
H -4.561 -0.058 -9.537
H -6.041 -1.984 -11.102
H -6.901 -1.643 -9.540
H -6.472 -3.275 -9.945
C -12.367 -0.116 -10.716
C -12.367 1.237 -10.016
C -11.808 2.363 -10.877
O -13.694 1.533 -9.575
H -12.950 -0.098 -11.643
H -12.809 -0.873 -10.059
H -11.395 -0.551 -10.966
H -11.722 1.126 -9.142
H -12.210 2.449 -11.888
H -10.722 2.264 -10.911
H -12.073 3.278 -10.341
H -14.209 1.614 -10.390
C -11.439 -3.937 -10.841
C -9.949 -4.049 -11.072
C -9.496 -3.077 -12.137
O -9.217 -3.816 -9.878
H -12.006 -3.883 -11.774
H -11.681 -3.008 -10.319
H -11.772 -4.770 -10.222
H -9.620 -5.034 -11.444
H -8.417 -3.003 -12.289
H -9.803 -2.062 -11.864
H -9.975 -3.366 -13.072
H -9.533 -4.359 -9.141
*
```



2 unconnected molecules or ions with the total composition C6H13O2S at a distorted geometry. Source: the OMol25 dataset; level of theory: the ωB97M-V functional and the def2-TZVPD basis.

Calculated values
Energy relative to the best compared isomer or geometry (same formula, charge and spin) in eV: 4.657
E in eV: -21359.9755
LUMO energy in eV: 3.62

The geometry in ORCA input format:
```
! wB97M-V def2-TZVPD RIJCOSX def2/J DEFGRID3
* xyz -1 1
C -2.755 0.327 -0.086
C -3.635 0.127 1.125
C -2.819 -0.971 -0.842
C 2.828 1.153 0.466
C 3.937 -0.525 -1.059
C 3.901 0.515 0.039
O -0.194 0.630 -0.930
O -0.936 1.575 1.292
S -1.036 0.509 0.295
H -3.771 -0.910 1.510
H -3.574 0.942 1.754
H -4.619 0.299 0.718
H -2.519 -1.948 -0.279
H -2.166 -0.964 -1.655
H -3.843 -1.125 -1.242
H -0.167 -0.533 1.019
H 2.748 1.771 1.213
H 1.784 0.807 0.212
H 4.759 -0.286 -1.748
H 2.972 -0.680 -1.514
H 4.217 -1.617 -0.690
H 4.889 0.905 0.401
*
```



Q: What is the formula in the fourth record?
A: C6H13O2S



Q: E of number 1 (C38H31BIrN2O2S3)?
A: -83013.6999 eV



Q: What is the energy relative to the best compared isomer or geometry (same formula, charge and spin) in the second record?
A: 0.698 eV



Q: Look up the E of the third one.
A: -106968.1947 eV